# 1
A 5-piece molecular cluster, C22H42IN4PS overall at a distorted geometry. Source: OMol25; level of theory: wB97M-V/def2-TZVPD.

Each line ends with the Löwdin charge.
Element x y z (Å)
H 0.28 0.69 -6.04  0.12
H -5.35 -1.84 -1.18  0.05
C 2.05 -0.27 -6.59  -0.24
C -2.16 5.80 -0.91  -0.26
H -1.50 -1.74 -0.58  0.06
C -4.33 -1.73 -1.52  -0.55
C 0.71 -0.75 3.17  -0.20
P -1.33 -0.13 -2.38  0.54
N 2.62 -1.00 -7.26  0.14
H -1.31 5.28 -1.35  0.10
H 1.37 0.32 -4.70  0.08
N -4.06 3.30 -2.33  0.17
H -3.33 5.69 0.91  0.08
H -1.86 6.84 -0.77  0.11
H 2.16 2.33 3.94  0.07
H 0.54 -1.11 4.19  0.06
I 0.32 1.54 -1.66  0.38
C -2.90 0.45 -1.58  -0.49
H 1.55 -3.59 -0.12  0.07
H 4.15 -5.23 4.59  0.07
C 1.32 0.68 -5.73  -0.20
C 0.90 0.77 3.14  -0.25
C 3.40 2.12 -5.41  -0.11
C -4.15 -0.29 -2.05  -0.32
H 3.51 1.78 -4.38  0.07
H 3.02 0.84 3.60  0.07
H 1.85 2.43 -6.88  0.11
H 1.35 2.76 -5.22  0.10
C 1.93 2.08 -5.85  -0.27
C -2.49 5.18 0.44  -0.11
N 2.82 -1.97 2.23  0.16
H 2.40 -5.43 4.69  0.08
C 2.08 1.24 3.98  -0.11
H 1.97 0.94 5.02  0.06
H 0.96 -1.13 -0.76  0.02
C 2.01 -3.96 7.04  -0.18
C 3.30 -4.56 6.46  -0.26
C -3.75 4.38 -2.15  -0.20
H -2.77 0.37 -0.50  0.07
H -3.07 6.23 -2.83  0.12
H 1.16 -4.61 6.85  0.12
H 3.10 -3.83 4.42  0.05
C 0.57 -3.14 -0.17  -0.11
C 1.74 -2.65 6.45  -0.19
C -3.34 5.77 -1.89  -0.18
H 1.07 -2.28 -2.09  0.10
H -3.16 -2.56 -3.57  -0.16
H -3.04 1.50 -1.80  -0.01
H 3.49 -5.52 6.96  0.11
H 4.14 -3.91 6.69  0.11
H 2.10 -3.84 8.12  0.12
H -2.74 4.13 0.35  0.07
H 0.27 -2.78 0.80  0.04
H -3.70 -1.95 -0.66  0.05
H 3.78 3.14 -5.48  0.07
H -5.00 0.28 -1.70  0.10
H 4.02 1.49 -6.05  0.07
C 3.23 -4.78 4.96  -0.10
H -0.16 -1.03 2.56  0.11
C -0.97 -1.75 -1.53  -0.46
C 0.51 -2.01 -1.20  -0.34
H -4.19 6.31 -1.48  0.12
H -1.34 -2.55 -2.16  0.05
H -0.18 -3.88 -0.45  0.07
S -4.19 -3.01 -2.82  0.68
H -1.63 5.26 1.11  0.07
H -4.22 -0.34 -3.13  0.08
H 1.04 1.10 2.10  0.09
H -0.01 1.24 3.50  0.11
C 1.89 -1.44 2.64  -0.26
N 1.54 -1.64 5.96  0.18

Properties
Structure (SMILES) ... CCCP(I)CCCS.CCCC#N.CCCC#N.CCCC#N.CCCC#N
HOMO level ... -8.34 eV
Net charge ... 0
F_max ... 1.642 eV/Å


# 2
C5H7NO2 as an isolated structure at a distorted geometry. Source: OMol25; level of theory: wB97M-V/def2-TZVPD.

Each line ends with the natural charge from an NBO analysis.
Element x y z (Å)
C -0.57 -0.81 0.20  0.16
H -2.28 -1.94 -0.08  0.23
C 1.40 0.06 0.50  0.34
C -1.78 -0.98 -0.25  -0.43
C 0.60 -1.33 0.79  -0.60
O -0.88 1.83 0.84  -0.60
N 0.06 1.57 -1.23  -0.83
H -0.19 2.50 -1.52  0.40
H 0.83 1.10 -1.69  0.42
H -2.33 -0.20 -0.76  0.24
H 0.52 -1.54 1.86  0.24
C -0.21 1.20 0.04  0.60
H 1.45 0.59 1.46  0.20
O 2.25 0.08 -0.39  -0.62
H 1.11 -2.11 0.23  0.25

Properties
Relative energy (zero: lowest compared OMol25 entry of this formula, charge and spin) ... 94.6 kcal/mol
HOMO level (alpha / beta) ... -8.68 / -8.68 eV
Net charge ... 0
F_max ... 4.296 eV/Å


# 3
A 2-piece molecular cluster, C2H4ClP overall at a distorted geometry. Source: OMol25; level of theory: wB97M-V/def2-TZVPD.

Each line ends with the natural charge from an NBO analysis.
Element x y z (Å)
C -0.13 0.51 -0.32  -0.65
H -2.23 -0.41 -0.61  0.21
H 0.49 0.68 -1.34  0.20
P -0.09 -1.24 0.37  0.56
C -1.25 -0.43 -0.46  -0.53
Cl 4.47 0.14 -0.13  -0.28
H -0.15 1.39 0.38  0.21
H 4.08 -1.06 0.27  0.28

Properties
Relative energy (zero: lowest compared OMol25 entry of this formula, charge and spin) ... 51.7 kcal/mol
Structure (SMILES) ... C1=PC1.Cl
HOMO level ... -9.10 eV
Net charge ... 0
F_max ... 4.083 eV/Å


# 4
C11H28F6NO10S2V2 as an isolated structure at a distorted geometry. Source: OMol25; level of theory: wB97M-V/def2-TZVPD.

Each line ends with the natural charge from an NBO analysis.
Element x y z (Å)
V -0.91 0.43 -3.08  1.54
V 1.05 -1.55 -1.23  1.44
H -1.54 3.27 2.65  0.20
O 4.04 -2.30 1.90  -0.85
C 2.29 -4.88 -1.68  0.74
O -1.70 2.30 -3.84  -0.80
H -3.75 0.82 -2.33  0.50
H -2.73 4.07 -3.40  0.20
H -2.27 3.26 -2.05  0.21
H -3.80 1.52 0.39  0.22
C -0.63 4.37 -3.08  -0.64
C 0.80 1.55 -0.48  -0.22
O -2.92 0.41 -2.04  -0.78
H 0.21 3.84 -2.64  0.22
F 3.89 0.33 -0.72  -0.32
H -0.17 -0.52 2.00  0.22
O -0.40 -1.65 -2.73  -1.21
H -2.49 -1.03 -0.69  0.19
F 1.04 -4.40 -1.54  -0.32
H -1.19 -2.07 -3.09  0.48
H -0.68 1.84 2.36  0.20
H -0.99 -3.27 -0.01  0.50
H -1.75 -1.26 1.83  0.20
H -4.16 -0.79 -0.82  0.20
S 3.43 -4.05 -0.44  2.22
C 4.60 -0.60 -0.06  0.74
O 2.28 -0.75 1.21  -0.94
C -0.56 2.56 4.41  -0.06
O 4.74 -3.96 -0.98  -0.89
F 5.34 -1.25 -0.91  -0.28
H -0.73 -1.43 3.30  0.24
H -0.25 3.61 4.40  0.16
F 2.32 -6.18 -1.49  -0.27
C -3.09 0.68 0.41  -0.65
H -3.31 0.19 1.36  0.25
F 5.36 -0.04 0.87  -0.29
O -1.41 2.34 5.53  -0.72
O -0.24 -2.72 0.22  -0.78
S 3.33 -1.66 0.85  2.22
N 2.67 -2.59 -0.35  -1.34
C -0.09 -2.67 1.67  -0.06
C -1.87 3.50 -3.04  -0.08
C -3.23 -0.22 -0.77  -0.07
H 0.42 1.69 0.53  0.17
F 2.71 -4.62 -2.92  -0.30
H -2.31 1.87 3.27  0.23
H -0.86 2.15 6.29  0.47
O 3.27 -4.81 0.75  -0.89
O 0.21 0.46 -1.16  -0.98
H -0.80 5.32 -2.58  0.25
H -1.78 2.54 -4.77  0.52
C -0.75 -1.42 2.20  -0.64
H 0.34 1.95 4.50  0.16
H -0.39 4.57 -4.13  0.22
H -2.12 1.17 0.48  0.23
H -0.57 -3.57 2.06  0.19
H 0.96 -2.65 1.93  0.21
C -1.32 2.30 3.11  -0.65
H 1.89 1.47 -0.45  0.19
H 0.58 2.50 -0.98  0.14

Properties
Multiplicity ... 7
Relative energy (zero: lowest compared OMol25 entry of this formula, charge and spin) ... 3.7 kcal/mol
<S²> ... 12.009
HOMO level (alpha / beta) ... -11.14 / -12.10 eV
Net charge ... +1
F_max ... 2.817 eV/Å